Entry 1:
Computed, not measured: a structure of composition C17H16FNNaO2S at a distorted geometry, with ωB97M-V with the def2-TZVPD basis set.

The orbital gap comes out at 5.515 eV. Its HOMO energy is -10.20 eV. For the total energy, the calculation gives -41437.164 eV. Its net charge is +1. Its spin multiplicity is 1.

Each line ends with the Löwdin charge.
CARTESIAN COORDINATES (ANGSTROEM)
C1 5.5802 -1.7369 0.5839  -0.106
C2 5.5791 -0.6507 -0.5208  -0.207
C3 4.4188 0.3899 -0.4024  -0.184
O1 3.6582 0.2335 0.8148  -0.058
C4 2.4158 0.7919 0.6548  -0.281
C5 2.2396 2.0545 0.0510  -0.005
C6 0.9715 2.5625 -0.1259  -0.007
C7 -0.1823 1.8800 0.2762  -0.268
C8 0.0035 0.6633 0.9067  -0.430
C9 1.2807 0.1356 1.0853  -0.025
S1 -1.4371 -0.2392 1.5008  1.036
C10 -2.6994 0.3847 0.3822  -0.374
C11 -3.8387 -0.3675 0.0945  -0.239
C12 -4.0815 -1.7296 0.7459  -0.058
C13 -4.1299 -2.8502 -0.3020  -0.306
O2 -4.8730 -2.9194 -1.2230  0.203
F1 -3.1600 -3.9295 -0.1311  -0.085
C14 -4.8098 0.1172 -0.7700  -0.043
C15 -4.6461 1.3482 -1.3970  -0.050
C16 -3.5054 2.0797 -1.0941  -0.009
C17 -2.5313 1.6405 -0.2025  -0.250
N1 -1.4395 2.5326 0.0295  0.068
H1 4.8259 -2.5089 0.3863  0.071
H2 5.5010 -1.2752 1.5749  0.072
H3 6.5616 -2.2415 0.5404  0.073
H4 6.5326 -0.1051 -0.5307  0.103
H5 5.4812 -1.1482 -1.4975  0.103
H6 4.8694 1.3905 -0.4950  0.117
H7 3.7332 0.1965 -1.2446  0.129
H8 3.0788 2.6577 -0.2894  0.118
H9 0.8655 3.5315 -0.6180  0.125
H10 1.3961 -0.8382 1.5717  0.123
H11 -5.0522 -1.7527 1.2698  0.147
H12 -3.3305 -1.9707 1.5135  0.077
H13 -5.7254 -0.4366 -0.9910  0.123
H14 -5.3810 1.7740 -2.0812  0.116
H15 -3.3815 3.0477 -1.5888  0.126
H16 -1.6262 3.1347 0.8299  0.149
Na1 -3.1622 -5.8467 0.6930  0.904



Entry 2:
Computed, not measured: an isolated molecule of C4H6N2O3 at a distorted geometry, with ωB97M-V with the def2-TZVPD basis set.

The orbital gap comes out at 10.334 eV. Its SMILES is C1=N\OCOCO\N=C/1. Its HOMO energy is -9.92 eV. For the total energy, the calculation gives -13362.316 eV. The energy above the lowest of the compared OMol25 structures with the same formula, charge and spin is 153.6 kcal per mole. Its net charge is 0. Its spin multiplicity is 1.

Each line ends with the Löwdin charge.
CARTESIAN COORDINATES (ANGSTROEM)
C1 -1.0805 -0.8163 0.8394  -0.193
C2 0.5411 -1.1652 -0.8228  -0.184
C3 1.0377 1.4286 0.4004  -0.128
C4 -0.1997 1.6614 -0.3863  -0.160
H1 -1.8975 -1.3888 1.3808  0.157
H2 -0.5008 -0.1900 1.5546  0.139
H3 0.0767 -0.3920 -1.4577  0.126
H4 0.8567 -1.9842 -1.5202  0.155
H5 1.3369 2.3664 0.9793  0.137
H6 -0.0987 2.6099 -0.9357  0.115
N1 1.8801 0.4382 0.4803  0.034
N2 -1.4146 1.2501 -0.4593  0.027
O1 -0.4188 -1.7557 0.0486  -0.049
O2 1.7156 -0.7584 -0.1213  -0.080
O3 -1.8996 0.0778 0.0312  -0.098



Entry 3:
Computed, not measured: an isolated molecule of C5H9NO at a distorted geometry, with ωB97M-V with the def2-TZVPD basis set.

The orbital gap comes out at 11.272 eV. Its SMILES is COC[C@@H](C)C#N. Its HOMO energy is -10.40 eV. For the total energy, the calculation gives -8867.663 eV. The energy above the lowest of the compared OMol25 structures with the same formula, charge and spin is 35.7 kcal per mole. Its net charge is 0. Its spin multiplicity is 1.

Each line ends with the Löwdin charge.
CARTESIAN COORDINATES (ANGSTROEM)
C1 -0.9580 0.3541 -2.3489  -0.112
O1 -0.7878 -0.3036 -1.1163  -0.172
C2 0.1071 0.4179 -0.3228  -0.238
C3 0.0893 -0.0554 1.1382  -0.327
C4 0.5177 -1.4998 1.4165  -0.051
C5 1.0201 0.8597 1.8039  -0.218
N1 1.8009 1.6044 2.2165  0.162
H1 -1.5196 -0.3000 -3.0177  0.091
H2 0.0169 0.5856 -2.8000  0.091
H3 -1.5032 1.3011 -2.2166  0.093
H4 -0.1645 1.4890 -0.3236  0.133
H5 1.1327 0.3072 -0.7143  0.140
H6 -0.9132 0.1137 1.5479  0.151
H7 0.5313 -1.6555 2.5000  0.085
H8 -0.1771 -2.2169 0.9766  0.082
H9 1.5191 -1.7024 1.0227  0.091



Entry 4:
Computed, not measured: an isolated molecule of C4H5N3O2 at a distorted geometry, with ωB97M-V with the def2-TZVPD basis set.

The orbital gap (alpha / beta) comes out at 7.888 / 7.892 eV. Its HOMO energy (alpha / beta) is -8.47 / -8.47 eV. For the total energy, the calculation gives -12788.855 eV. The energy above the lowest of the compared OMol25 structures with the same formula, charge and spin is 161.9 kcal per mole. Its net charge is 0. Its spin multiplicity is 1.

Each line ends with the Löwdin charge.
CARTESIAN COORDINATES (ANGSTROEM)
C1 -1.3554 0.6912 0.3202  -0.494
C2 0.8996 -0.9363 0.3076  -0.279
C3 -0.3404 0.0676 -0.5841  -0.154
C4 -0.6027 -0.1787 -1.8713  0.128
O1 -0.9928 0.6282 1.6174  0.105
N1 1.2976 0.2578 -0.0702  -0.104
N2 1.6960 1.3305 0.5293  0.069
N3 1.0583 -2.1421 0.4913  0.173
O2 -2.3852 1.1828 -0.0610  0.123
H1 -1.6798 1.0674 2.1419  0.137
H2 1.8422 1.1241 1.5260  0.047
H3 2.0131 -2.4965 0.4391  0.078
H4 -1.5965 0.0001 -2.2577  0.085
H5 0.1461 -0.5963 -2.5286  0.084